The following is a quantum chemistry calculation of C33H46CuP2Si as an isolated structure, from the OMol25 dataset.

XYZ file:
```
83
C33H46CuP2Si | the OMol25 dataset | wB97M-V/def2-TZVPD
P 0.346 -2.057 -4.699
P -0.510 1.612 -3.410
C -0.134 -0.495 -5.437
C 0.448 0.775 -4.741
H -1.233 -0.453 -5.538
H 0.302 -0.578 -6.446
H 1.451 0.572 -4.319
H 0.619 1.544 -5.517
C -2.077 2.206 -4.079
H -2.582 2.808 -3.310
H -2.735 1.379 -4.368
H -1.889 2.847 -4.952
C 0.369 3.107 -2.908
H 0.446 3.797 -3.760
H 1.395 2.895 -2.565
H -0.172 3.624 -2.097
C -0.969 -3.275 -4.794
H -1.034 -3.869 -3.875
H -0.694 -3.927 -5.631
H -1.930 -2.791 -5.003
C 1.822 -2.789 -5.393
H 2.621 -2.042 -5.514
H 1.523 -3.187 -6.374
H 2.178 -3.617 -4.759
Cu 0.582 1.498 0.266
C 0.368 0.343 -1.380
C -0.928 0.364 -2.102
C -1.655 -0.947 -2.404
C -1.690 -1.937 -1.242
C -0.734 -3.087 -1.374
C 0.463 -3.082 -1.984
C 1.173 -1.821 -2.381
C 1.290 -0.795 -1.246
C 0.097 -1.444 2.115
H 0.928 1.306 -1.420
H -1.653 0.973 -1.533
H -1.242 -1.434 -3.298
H -2.681 -0.677 -2.684
H -1.598 -1.420 -0.273
H -2.711 -2.361 -1.238
H -1.101 -3.993 -0.880
H 0.979 -4.013 -2.243
H 0.572 -1.243 -3.142
H 2.174 -1.992 -2.809
H 1.197 -1.320 -0.289
H 2.325 -0.399 -1.241
H 1.004 -2.016 2.330
H 0.036 -1.262 1.039
H -0.781 -2.044 2.390
C -0.210 4.468 1.438
C 1.033 3.866 1.597
C 1.124 2.484 1.933
C -0.076 1.720 2.208
C -1.325 2.411 2.109
C -1.388 3.745 1.699
Si 0.122 0.099 3.139
C 1.754 0.255 4.067
C 2.938 -0.379 3.646
C 4.132 -0.201 4.365
C 4.153 0.592 5.519
C 2.976 1.219 5.945
C 1.788 1.049 5.223
C -1.249 -0.205 4.384
C -0.962 -0.625 5.691
C -2.003 -0.973 6.566
C -3.335 -0.921 6.135
C -3.622 -0.561 4.812
C -2.583 -0.214 3.938
H -0.296 5.530 1.194
H 1.958 4.430 1.471
H 2.085 2.059 2.253
H -2.227 1.891 2.441
H -2.357 4.256 1.661
H 2.938 -1.024 2.762
H 5.049 -0.682 4.019
H 5.081 0.734 6.080
H 2.970 1.841 6.843
H 0.873 1.530 5.583
H 0.070 -0.696 6.034
H -1.766 -1.293 7.584
H -4.144 -1.169 6.825
H -4.654 -0.557 4.450
H -2.823 0.032 2.898
```

Results
- <S²>: 0.76
- Spin multiplicity: 2
- E_HOMO (spin up / spin down): -3.444 / -5.721 eV
- Charge: 0
- Gap between HOMO and LUMO (spin up / spin down): 3.58 / 5.83 eV

The Löwdin scheme yields these atomic charges, measured in e:
1. P 0.78
2. P 0.95
3. C -0.37
4. C -0.29
5. H 0.09
6. H 0.08
7. H 0.10
8. H 0.09
9. C -0.19
10. H 0.07
11. H 0.05
12. H 0.06
13. C -0.18
14. H 0.07
15. H 0.06
16. H 0.07
17. C -0.25
18. H 0.03
19. H 0.03
20. H 0.05
21. C -0.25
22. H 0.05
23. H 0.04
24. H 0.05
25. Cu 0.41
26. C -0.37
27. C -0.41
28. C -0.19
29. C -0.16
30. C -0.11
31. C -0.13
32. C -0.32
33. C -0.25
34. C -0.14
35. H -0.01
36. H 0.11
37. H 0.03
38. H 0.12
39. H 0.11
40. H 0.12
41. H 0.11
42. H 0.11
43. H -0.03
44. H 0.11
45. H 0.06
46. H 0.11
47. H 0.03
48. H -0.02
49. H 0.04
50. C -0.16
51. C -0.12
52. C -0.26
53. C -0.37
54. C -0.12
55. C -0.14
56. Si 0.65
57. C -0.26
58. C -0.09
59. C -0.09
60. C -0.10
61. C -0.08
62. C -0.11
63. C -0.24
64. C -0.09
65. C -0.09
66. C -0.10
67. C -0.09
68. C -0.11
69. H 0.08
70. H 0.10
71. H 0.09
72. H 0.07
73. H 0.09
74. H 0.10
75. H 0.10
76. H 0.10
77. H 0.10
78. H 0.11
79. H 0.09
80. H 0.10
81. H 0.10
82. H 0.10
83. H 0.09



The following is a quantum chemistry calculation of a 15-piece molecular cluster, H30O15 overall, from the OMol25 dataset.

XYZ file:
```
45
H30O15 | the OMol25 dataset | wB97M-V/def2-TZVPD
O -2.283 -1.534 0.180
H -2.304 -2.460 0.274
H -2.570 -1.476 -0.714
O 1.723 0.505 2.275
H 0.951 1.044 2.360
H 1.982 0.485 1.337
O -4.346 0.106 0.509
H -4.085 0.379 -0.374
H -3.609 -0.423 0.848
O -1.107 1.418 -2.856
H -1.143 2.337 -2.618
H -0.825 0.913 -2.123
O 3.076 0.301 -0.105
H 4.004 0.252 0.191
H 3.044 0.958 -0.794
O 0.616 -3.545 -1.871
H 0.890 -2.598 -1.818
H 1.472 -3.911 -1.740
O 1.009 2.609 -0.098
H 1.754 2.587 -0.693
H 0.742 1.727 -0.064
O 1.266 -0.860 -2.140
H 2.188 -1.135 -2.086
H 1.167 -0.692 -3.045
O -0.058 -1.573 2.066
H -0.089 -1.960 1.206
H 0.587 -0.873 2.010
O -2.606 -0.477 2.728
H -2.629 -0.089 3.569
H -1.767 -0.893 2.509
O -2.413 2.364 0.271
H -1.765 1.983 0.872
H -2.765 1.618 -0.252
O 2.404 -2.180 0.328
H 2.808 -2.575 1.101
H 2.788 -1.292 0.228
O -0.838 1.585 2.268
H -1.506 0.905 2.555
H -1.000 2.382 2.741
O -0.330 0.225 -0.338
H -1.007 -0.362 -0.039
H 0.364 -0.310 -0.759
O 2.344 1.654 -2.411
H 1.935 0.807 -2.359
H 1.930 2.072 -3.128
```

Results
- E_HOMO: -9.927 eV
- Charge: 0
- Gap between HOMO and LUMO: 9.49 eV

The Löwdin scheme yields these atomic charges, measured in e:
1. O -0.01
2. H 0.08
3. H 0.08
4. O -0.05
5. H -0.01
6. H -0.01
7. O -0.06
8. H 0.02
9. H -0.02
10. O -0.03
11. H 0.04
12. H -0.05
13. O -0.04
14. H 0.12
15. H 0.03
16. O -0.06
17. H -0.01
18. H 0.01
19. O -0.02
20. H 0.00
21. H -0.07
22. O -0.02
23. H 0.09
24. H 0.07
25. O -0.03
26. H 0.01
27. H -0.02
28. O -0.02
29. H 0.04
30. H 0.01
31. O -0.06
32. H -0.04
33. H 0.01
34. O -0.05
35. H 0.06
36. H -0.02
37. O -0.04
38. H 0.04
39. H 0.07
40. O -0.06
41. H -0.01
42. H 0.02
43. O -0.01
44. H -0.02
45. H 0.05



The following is a quantum chemistry calculation of C45H48DyFN10O7S as an isolated structure, from the OMol25 dataset.

XYZ file:
```
113
C45H48DyFN10O7S | the OMol25 dataset | wB97M-V/def2-TZVPD
Dy -0.320 -0.470 -1.366
O 0.049 2.210 2.029
C 0.235 1.723 0.932
N -0.686 1.440 -0.052
C -2.002 1.697 0.272
O -2.423 2.385 1.178
C -3.053 1.013 -0.595
C -4.321 1.581 -0.617
C -5.351 0.917 -1.257
C -5.085 -0.319 -1.829
C -3.799 -0.817 -1.755
N -2.792 -0.167 -1.170
C 1.656 1.275 0.631
C 2.683 1.785 1.416
C 3.957 1.266 1.272
C 4.158 0.238 0.360
C 3.084 -0.200 -0.393
N 1.858 0.314 -0.273
H -4.473 2.524 -0.113
H -6.343 1.347 -1.284
H -5.862 -0.889 -2.318
H -3.561 -1.791 -2.168
H 2.451 2.569 2.123
H 4.776 1.642 1.870
H 5.123 -0.234 0.244
H 3.195 -1.015 -1.098
C 2.156 -3.944 5.609
C 0.872 -4.310 4.870
N 0.471 -3.289 3.901
C 0.974 -3.359 2.648
C 0.563 -2.583 1.613
C 1.299 -2.698 0.289
O 2.421 -3.176 0.307
O 0.683 -2.240 -0.740
C -0.514 -1.657 1.808
O -1.111 -1.066 0.889
C -0.873 -1.422 3.203
C -1.706 -0.355 3.541
C -2.037 -0.112 4.843
F -2.864 0.922 5.099
C -1.555 -0.908 5.899
C -0.721 -1.965 5.555
C -0.377 -2.244 4.227
N -1.813 -0.640 7.262
C -2.604 0.530 7.657
C -2.608 0.634 9.187
N -1.322 0.061 9.685
C -1.322 -1.428 9.503
C -2.038 -1.745 8.182
H 2.389 -4.709 6.350
H 2.067 -2.981 6.112
H 2.988 -3.884 4.909
H 0.050 -4.474 5.564
H 1.021 -5.241 4.325
H 1.754 -4.091 2.472
H -2.085 0.305 2.770
H -0.285 -2.571 6.334
H -3.639 0.483 7.307
H -2.150 1.420 7.226
H -3.417 0.064 9.638
H -2.704 1.673 9.495
H -1.152 0.306 10.660
H -0.568 0.458 9.122
H -1.841 -1.890 10.341
H -0.290 -1.772 9.493
H -3.113 -1.889 8.352
H -1.658 -2.679 7.786
O -1.494 0.184 -3.449
S -1.967 0.567 -4.828
C -1.178 2.146 -5.185
C -1.163 2.648 -6.480
C -0.627 3.906 -6.708
C -0.127 4.653 -5.648
C -0.166 4.146 -4.356
C -0.704 2.889 -4.116
C -1.093 -0.503 -6.000
C 0.244 -0.340 -6.323
C 0.876 -1.287 -7.114
C 0.170 -2.387 -7.585
C -1.176 -2.531 -7.280
C -1.812 -1.590 -6.483
H -1.560 2.060 -7.300
H -0.612 4.308 -7.712
H 0.279 5.640 -5.827
H 0.201 4.733 -3.524
H -0.749 2.486 -3.113
H 0.785 0.517 -5.955
H 1.920 -1.163 -7.368
H 0.669 -3.130 -8.193
H -1.732 -3.374 -7.667
H -2.861 -1.700 -6.235
N -0.360 -3.777 -2.878
N -0.317 -2.429 -3.354
H -0.891 -3.816 -2.022
H -0.761 -4.407 -3.562
H -1.086 -2.237 -3.980
H 0.538 -2.350 -3.893
N 1.205 0.797 -2.861
C 2.063 1.416 -3.330
N 3.044 2.139 -3.794
C 4.313 2.186 -3.050
C 4.926 3.563 -3.252
O 5.115 3.819 -4.628
C 3.888 3.833 -5.326
C 3.157 2.499 -5.212
H 4.992 1.425 -3.448
H 4.124 1.986 -1.996
H 5.906 3.611 -2.782
H 4.274 4.327 -2.809
H 4.124 4.028 -6.371
H 3.244 4.638 -4.949
H 3.724 1.724 -5.738
H 2.164 2.591 -5.651
```

Results
- <S²>: 9.33
- Spin multiplicity: 6
- E_HOMO (spin up / spin down): -12.224 / -12.230 eV
- Charge: +2
- Gap between HOMO and LUMO (spin up / spin down): 7.89 / 7.89 eV

Atomic partial charges in e from the Löwdin method, atoms 1 to 99:
1. Dy 1.65
2. O 0.09
3. C -0.45
4. N -0.01
5. C -0.46
6. O 0.10
7. C -0.18
8. C 0.02
9. C -0.03
10. C -0.04
11. C -0.12
12. N -0.02
13. C -0.18
14. C 0.01
15. C -0.03
16. C -0.04
17. C -0.13
18. N 0.01
19. H 0.13
20. H 0.12
21. H 0.11
22. H 0.12
23. H 0.12
24. H 0.12
25. H 0.12
26. H 0.12
27. C -0.06
28. C -0.18
29. N -0.03
30. C 0.04
31. C -0.02
32. C -0.59
33. O 0.07
34. O -0.23
35. C -0.27
36. O -0.07
37. C -0.04
38. C 0.11
39. C -0.18
40. F 0.07
41. C -0.12
42. C 0.05
43. C -0.12
44. N -0.09
45. C -0.13
46. C -0.08
47. N 0.06
48. C -0.07
49. C -0.13
50. H 0.08
51. H 0.07
52. H 0.08
53. H 0.12
54. H 0.13
55. H 0.16
56. H 0.13
57. H 0.10
58. H 0.14
59. H 0.14
60. H 0.14
61. H 0.14
62. H 0.19
63. H 0.19
64. H 0.14
65. H 0.14
66. H 0.14
67. H 0.12
68. O -0.66
69. S 1.08
70. C -0.38
71. C -0.08
72. C -0.06
73. C -0.07
74. C -0.06
75. C -0.09
76. C -0.38
77. C -0.07
78. C -0.05
79. C -0.05
80. C -0.06
81. C -0.09
82. H 0.12
83. H 0.12
84. H 0.11
85. H 0.12
86. H 0.09
87. H 0.09
88. H 0.11
89. H 0.12
90. H 0.12
91. H 0.12
92. N -0.04
93. N -0.10
94. H 0.06
95. H 0.07
96. H 0.04
97. H 0.09
98. N 0.13
99. C -0.21



The following is a quantum chemistry calculation of one molecule with the formula C7H8BrO2P, from the OMol25 dataset.

XYZ file:
```
19
C7H8BrO2P | the OMol25 dataset | wB97M-V/def2-TZVPD
O -2.371 1.373 -0.003
C -1.335 0.961 0.425
O -1.148 0.791 1.762
P -1.283 -0.749 2.515
Br -1.553 -2.831 3.587
C -0.184 0.599 -0.448
C 0.397 1.610 -1.214
C 1.467 1.320 -2.054
C 1.945 0.015 -2.158
C 1.349 -0.998 -1.414
C 0.295 -0.706 -0.551
H 0.049 -1.076 2.336
H -1.598 -0.117 3.702
H -2.257 -1.169 1.621
H 0.022 2.621 -1.157
H 1.913 2.115 -2.634
H 2.768 -0.217 -2.817
H 1.690 -2.020 -1.492
H -0.167 -1.521 -0.007
```

Results
- E_HOMO: -9.877 eV
- Charge: 0
- Gap between HOMO and LUMO: 10.17 eV

The Löwdin scheme yields these atomic charges, measured in e:
1. O 0.15
2. C -0.54
3. O -0.29
4. P 0.52
5. Br 0.06
6. C -0.15
7. C -0.02
8. C -0.07
9. C -0.08
10. C -0.07
11. C -0.04
12. H -0.01
13. H 0.00
14. H 0.00
15. H 0.12
16. H 0.10
17. H 0.10
18. H 0.11
19. H 0.10



The following is a quantum chemistry calculation of a 2-piece molecular cluster, C2H4NO2 overall, from the OMol25 dataset.

XYZ file:
```
9
C2H4NO2 | the OMol25 dataset | wB97M-V/def2-TZVPD
C 0.646 -0.186 1.188
C -0.952 0.540 0.030
N 0.289 -0.786 -1.384
O 1.160 -1.035 0.614
O -0.046 0.389 -0.953
H 0.669 0.466 2.033
H -1.031 1.568 0.375
H -1.738 -0.281 0.217
H 1.001 -0.674 -2.120
```

Results
- E_HOMO (spin up / spin down): -15.518 / -15.527 eV
- Charge: +1
- Gap between HOMO and LUMO (spin up / spin down): 8.90 / 8.89 eV

The Löwdin scheme yields these atomic charges, measured in e:
1. C 0.08
2. C 0.05
3. N 0.22
4. O 0.20
5. O -0.13
6. H 0.15
7. H 0.13
8. H 0.17
9. H 0.14



The following is a quantum chemistry calculation of one molecule with the formula C6H8N2O3, from the OMol25 dataset.

XYZ file:
```
19
C6H8N2O3 | the OMol25 dataset | wB97M-V/def2-TZVPD
C -0.721 -1.273 -0.926
C -0.249 -0.256 -1.651
C -0.966 -1.385 0.519
C 0.243 1.120 -1.274
C 0.329 1.346 0.210
C 1.360 0.579 2.230
N -1.861 -0.736 1.106
N -0.595 2.226 0.931
O -1.392 2.827 0.243
O -0.493 2.310 2.152
O 1.213 0.722 0.947
H -0.935 -2.227 -1.225
H -0.187 -0.393 -2.713
H -0.181 -2.138 0.962
H 1.373 1.243 -1.500
H -0.351 1.945 -1.585
H 2.063 -0.146 2.394
H -2.468 -0.103 0.632
H 0.789 0.991 3.069
```

Results
- E_HOMO (spin up / spin down): -8.330 / -8.313 eV
- Charge: 0
- Gap between HOMO and LUMO (spin up / spin down): 8.17 / 7.59 eV

The Löwdin scheme yields these atomic charges, measured in e:
1. C -0.09
2. C -0.07
3. C -0.27
4. C -0.09
5. C -0.22
6. C 0.06
7. N 0.13
8. N -0.35
9. O 0.04
10. O 0.03
11. O 0.03
12. H 0.07
13. H 0.10
14. H 0.15
15. H 0.16
16. H 0.10
17. H 0.06
18. H 0.06
19. H 0.10



The following is a quantum chemistry calculation of a 2-piece molecular cluster, C5H15NO2S overall, from the OMol25 dataset.

XYZ file:
```
24
C5H15NO2S | the OMol25 dataset | wB97M-V/def2-TZVPD
C -0.842 1.511 -0.785
C -1.027 2.835 0.111
O -0.502 2.935 1.406
C -1.014 0.329 0.300
N 0.214 -0.416 0.368
C -0.090 -1.843 0.657
C 1.341 -2.548 0.737
S 2.392 -1.561 1.769
H 0.152 1.569 -1.211
H -1.633 1.414 -1.667
H -0.665 3.577 -0.495
H -2.092 2.829 -0.095
H -1.155 2.406 1.917
H -1.249 0.854 1.356
H -1.961 -0.148 0.168
H 0.979 -0.320 -0.254
H -0.527 -2.025 1.611
H -0.587 -2.265 -0.012
H 1.766 -2.717 -0.245
H 1.231 -3.453 1.301
H 1.760 -0.370 1.653
H 1.586 -0.367 -3.377
H 1.018 -1.165 -2.143
O 0.904 -1.061 -3.069
```

Results
- <S²>: 0.75
- Spin multiplicity: 2
- E_HOMO (spin up / spin down): -13.022 / -13.013 eV
- Charge: +1
- Gap between HOMO and LUMO (spin up / spin down): 9.70 / 4.15 eV

The Löwdin scheme yields these atomic charges, measured in e:
1. C -0.11
2. C -0.28
3. O -0.04
4. C -0.20
5. N -0.12
6. C -0.18
7. C -0.40
8. S 1.16
9. H 0.08
10. H 0.16
11. H 0.08
12. H 0.11
13. H 0.09
14. H 0.13
15. H 0.11
16. H 0.08
17. H 0.13
18. H 0.05
19. H 0.10
20. H 0.08
21. H -0.03
22. H 0.10
23. H -0.04
24. O -0.06



The following is a quantum chemistry calculation of one molecule with the formula C3H3F2N3O, from the OMol25 dataset.

XYZ file:
```
12
C3H3F2N3O | the OMol25 dataset | wB97M-V/def2-TZVPD
F 3.502 0.319 0.069
N 2.177 0.822 -0.042
C 1.071 0.005 -0.031
C -0.215 0.511 -0.103
C -0.955 -0.660 -0.175
N -2.336 -0.535 -0.304
F -2.811 0.646 0.282
O -0.246 -1.765 -0.115
N 1.087 -1.321 0.014
H 2.140 1.734 0.375
H -0.687 1.483 -0.231
H -2.726 -1.237 0.260
```

Results
- E_HOMO: -9.333 eV
- Charge: 0
- Gap between HOMO and LUMO: 10.15 eV

The Löwdin scheme yields these atomic charges, measured in e:
1. F -0.04
2. N 0.08
3. C -0.36
4. C 0.04
5. C -0.33
6. N 0.10
7. F -0.04
8. O 0.05
9. N 0.12
10. H 0.14
11. H 0.12
12. H 0.12